Entry 1:
ORCA calculation (the ωB97M-V functional and the def2-TZVPD basis) on a 7-piece molecular cluster, C50H72BNO5Si2 overall.

Computed properties:
- SMILES string: COCCCCCCCCCC[SiH2]O[Si@@H](COO)B(O)N(C)C.c1ccccc1.c1ccccc1.c1ccccc1.c1ccccc1.c1ccccc1.c1ccccc1
- Calculated total energy: -2983.20479 a.u.
- Frontier orbital gap: 9.4 eV
- Net charge: 0

Last column: Löwdin charge in e.
Atoms and positions in Å:
C: 9.74562 -1.81201 0.93759  -0.13
O: 9.98871 -1.25514 -0.33511  -0.20
C: 9.91506 0.15753 -0.34262  -0.22
C: 8.46293 0.66862 -0.39098  -0.16
C: 8.13247 1.45753 -1.66536  -0.20
C: 6.97922 2.46118 -1.54403  -0.20
C: 6.99409 3.33364 -0.28096  -0.22
C: 6.36852 4.70565 -0.52997  -0.21
C: 4.88472 4.67562 -0.92904  -0.21
C: 4.02031 3.68540 -0.14657  -0.23
C: 2.58141 3.62265 -0.70249  -0.27
C: 1.49244 3.88236 0.35117  -0.31
Si: 1.29174 2.48881 1.58651  0.53
O: 0.07555 1.49504 1.08156  -0.40
Si: 0.14533 -0.05241 0.48049  0.63
C: -1.29151 -1.00695 1.27194  -0.27
O: -1.73223 -2.07852 0.44076  -0.20
O: -0.63374 -3.01214 0.42892  -0.07
B: -0.14719 -0.02716 -1.53875  -0.58
O: -1.02834 0.93425 -2.03238  0.08
N: 0.42423 -1.00951 -2.39559  -0.11
C: 1.71739 -1.59327 -1.99652  -0.12
C: 0.24090 -0.85024 -3.84612  -0.06
H: 10.40431 -1.37803 1.70143  0.09
H: 8.70408 -1.65371 1.24465  0.08
H: 9.94668 -2.88073 0.86286  0.09
H: 10.43091 0.55520 0.54311  0.12
H: 10.47311 0.48905 -1.22161  0.12
H: 8.25028 1.26197 0.50045  0.10
H: 7.82620 -0.22131 -0.34170  0.10
H: 7.86150 0.72914 -2.43805  0.11
H: 9.02752 1.96356 -2.04293  0.11
H: 6.02470 1.93141 -1.63921  0.11
H: 7.03220 3.13092 -2.41127  0.10
H: 6.47573 2.82263 0.53581  0.10
H: 8.02797 3.46802 0.05646  0.11
H: 6.47513 5.33601 0.35899  0.11
H: 6.94888 5.17451 -1.33284  0.10
H: 4.77997 4.46283 -1.99925  0.10
H: 4.47233 5.67742 -0.76460  0.11
H: 4.45980 2.68814 -0.18903  0.09
H: 3.97401 3.99325 0.90401  0.11
H: 2.47781 4.36525 -1.50107  0.10
H: 2.40550 2.64625 -1.17116  0.10
H: 0.52582 4.04738 -0.13697  0.08
H: 1.72472 4.80301 0.90127  0.07
H: 0.99128 2.99846 2.94188  -0.03
H: 2.55345 1.70751 1.63868  -0.01
H: 1.44367 -0.67523 0.84125  0.01
H: -1.04795 -1.38069 2.27515  0.09
H: -2.16621 -0.36106 1.38562  0.08
H: -0.72968 -3.37334 -0.46551  0.11
H: -0.64789 1.51447 -2.70504  0.09
H: 2.44364 -0.84767 -1.66300  0.08
H: 2.15475 -2.12464 -2.84217  0.09
H: 1.58207 -2.32159 -1.19348  0.06
H: -0.68325 -1.33351 -4.17059  0.09
H: 0.20288 0.19525 -4.16140  0.08
H: 1.06179 -1.32581 -4.38203  0.08
C: -2.61632 -7.88404 0.99533  -0.10
C: -2.45596 -8.46873 2.24382  -0.10
C: -1.93769 -7.72522 3.29553  -0.10
C: -1.57868 -6.39918 3.09747  -0.09
C: -1.73388 -5.81158 1.84858  -0.09
C: -2.25511 -6.55788 0.79999  -0.10
H: -3.02475 -8.46152 0.17568  0.10
H: -2.73535 -9.50331 2.39744  0.10
H: -1.81389 -8.18055 4.26992  0.10
H: -1.17451 -5.82057 3.91871  0.10
H: -1.44841 -4.78045 1.68430  0.08
H: -2.38433 -6.10375 -0.17504  0.10
C: -4.38900 -1.04835 3.45606  -0.09
C: -4.74658 0.14579 2.84340  -0.10
C: -5.49360 1.08575 3.53891  -0.11
C: -5.87920 0.83574 4.84902  -0.11
C: -5.52433 -0.35841 5.46080  -0.10
C: -4.78089 -1.30168 4.76336  -0.09
H: -3.80696 -1.78396 2.91415  0.10
H: -4.45136 0.34192 1.81995  0.10
H: -5.78304 2.01130 3.05781  0.11
H: -6.46478 1.56902 5.38911  0.10
H: -5.83010 -0.55657 6.48026  0.10
H: -4.50591 -2.23448 5.23879  0.10
C: 8.72083 6.73794 -4.92288  -0.10
C: 9.32875 5.70455 -5.62258  -0.10
C: 8.65207 4.50929 -5.82427  -0.10
C: 7.36686 4.34725 -5.32536  -0.10
C: 6.76050 5.38022 -4.62370  -0.11
C: 7.43655 6.57548 -4.42153  -0.10
H: 9.24851 7.67027 -4.76769  0.10
H: 10.33145 5.83047 -6.01048  0.10
H: 9.12657 3.70393 -6.37019  0.10
H: 6.83848 3.41515 -5.48168  0.10
H: 5.76013 5.25156 -4.22894  0.09
H: 6.96317 7.37922 -3.87195  0.10
C: 5.65482 -2.63777 -0.88914  -0.08
C: 4.40188 -3.14811 -0.57823  -0.08
C: 4.28849 -4.24570 0.26383  -0.09
C: 5.42907 -4.83344 0.79471  -0.09
C: 6.68226 -4.32391 0.48286  -0.09
C: 6.79537 -3.22563 -0.35810  -0.10
H: 5.74446 -1.77843 -1.54242  0.10
H: 3.51158 -2.68932 -0.99078  0.05
H: 3.31141 -4.64302 0.50786  0.10
H: 5.33967 -5.68847 1.45256  0.10
H: 7.57188 -4.78252 0.89627  0.10
H: 7.77009 -2.82550 -0.60768  0.08
C: -10.94145 0.67915 2.94729  -0.10
C: -11.15230 0.55947 1.58034  -0.10
C: -10.13333 0.09685 0.75862  -0.10
C: -8.90302 -0.24503 1.30361  -0.09
C: -8.69020 -0.12219 2.66987  -0.09
C: -9.71010 0.33917 3.49086  -0.09
H: -11.73784 1.03650 3.58779  0.10
H: -12.11221 0.82755 1.15598  0.09
H: -10.29814 0.00253 -0.30756  0.10
H: -8.10756 -0.60663 0.66411  0.10
H: -7.73188 -0.38806 3.09546  0.08
H: -9.54279 0.43398 4.55665  0.10
C: -15.67092 0.55011 -1.31291  -0.10
C: -16.99098 0.34744 -0.93464  -0.10
C: -17.29259 -0.55621 0.07508  -0.10
C: -16.27489 -1.25848 0.70598  -0.10
C: -14.95485 -1.05926 0.32561  -0.10
C: -14.65434 -0.15486 -0.68354  -0.10
H: -15.43447 1.25762 -2.09734  0.10
H: -17.78517 0.89428 -1.42664  0.10
H: -18.32205 -0.71298 0.37091  0.10
H: -16.51044 -1.96176 1.49445  0.10
H: -14.15976 -1.60752 0.81507  0.10
H: -13.62431 0.00027 -0.98002  0.09

Forces on the atoms, in the same order (eV/Å):
-0.1 0.1 0.0
0.3 -0.1 0.0
-0.2 0.1 0.1
0.1 0.0 0.0
-0.1 -0.3 0.0
0.1 0.1 -0.1
0.0 -0.1 -0.1
-0.1 -0.1 0.1
0.1 0.0 0.1
-0.3 0.1 -0.2
-0.1 0.1 0.0
0.1 0.1 0.1
0.0 0.1 -0.1
0.3 -0.2 0.2
-0.3 0.0 -0.4
0.2 0.1 0.2
-0.2 -0.1 0.2
0.1 0.1 -0.2
-0.4 -0.5 0.1
0.3 0.2 0.2
0.8 1.1 -0.2
-0.4 -0.4 -0.1
-0.1 -0.3 0.0
0.0 0.0 -0.1
0.1 -0.1 0.1
-0.1 0.0 0.0
0.0 0.0 -0.1
-0.1 -0.1 0.0
0.0 0.0 -0.1
-0.1 0.1 0.1
0.2 0.1 -0.1
0.0 0.1 0.2
0.0 0.0 0.1
0.0 -0.1 0.0
0.1 0.0 0.0
0.0 0.1 -0.1
0.1 -0.1 0.0
-0.1 0.2 0.1
0.0 0.0 0.1
0.0 0.0 -0.2
0.0 0.1 0.2
0.2 -0.1 0.0
0.0 -0.1 0.0
0.0 0.1 0.0
0.0 0.0 0.1
0.0 0.0 -0.1
-0.1 0.0 0.0
0.0 0.0 0.0
0.0 0.1 0.2
-0.1 -0.1 -0.1
0.0 0.0 -0.1
0.0 0.1 0.1
-0.3 -0.3 -0.1
0.0 0.0 0.0
0.0 0.0 0.0
-0.1 0.1 0.0
0.0 0.1 0.0
0.0 0.0 0.0
0.0 0.0 0.0
0.0 0.0 0.0
0.0 0.0 0.0
0.0 0.0 0.0
0.0 0.0 0.0
0.0 0.0 0.0
0.0 0.0 0.0
0.0 0.0 0.0
0.0 0.0 0.0
0.0 0.0 0.0
0.0 0.0 0.0
0.0 0.0 0.0
0.0 0.0 0.0
0.0 0.0 0.0
0.0 0.0 0.0
0.0 0.1 0.0
0.0 0.0 0.0
0.0 0.0 0.0
0.0 0.0 0.0
0.0 0.0 0.0
0.0 0.0 0.0
0.0 0.0 0.0
0.0 0.0 0.0
0.0 0.0 0.0
0.0 0.0 0.0
0.0 0.0 0.0
0.0 0.0 0.0
0.0 0.0 0.0
0.0 0.0 0.0
0.0 0.0 0.0
0.0 0.0 0.0
0.0 0.0 0.0
0.0 0.0 0.0
0.0 0.0 0.0
0.0 0.0 0.0
0.0 0.0 0.0
0.0 0.0 0.0
0.0 0.0 0.0
0.0 0.0 0.0
0.0 0.0 0.0
0.0 0.0 0.0
0.0 0.0 0.0
0.0 0.1 -0.1
0.0 0.0 0.0
0.3 -0.1 0.1
0.0 0.0 0.0
0.0 0.0 0.0
0.0 0.0 0.0
0.0 0.0 0.0
0.0 0.0 0.0
0.0 0.0 0.0
0.0 0.0 0.0
0.0 0.0 0.0
0.0 -0.1 0.0
0.0 0.0 0.0
0.0 0.0 0.0
0.0 0.0 0.0
0.0 0.0 0.0
0.0 0.0 0.0
0.0 0.0 0.0
0.0 0.0 0.0
0.0 0.0 0.0
0.0 0.0 0.0
0.0 0.0 0.0
0.0 0.0 0.0
0.0 0.0 0.0
0.0 0.0 0.0
0.0 0.0 0.0
0.0 0.0 0.0
0.0 0.0 0.0
0.0 0.0 0.0
0.0 0.0 0.0
0.0 0.0 0.0

Entry 2:
ORCA calculation (the ωB97M-V functional and the def2-TZVPD basis) on a 4-piece molecular cluster, C19H49N5O6P overall.

Computed properties:
- Calculated total energy: -1819.91983 a.u.
- ΔE to the lowest compared entry with this formula, charge and spin: 0.00 kJ/mol
- Frontier orbital gap: 5.3 eV
- Net charge: -1

Last column: Löwdin charge in e.
Atoms and positions in Å:
C: 2.33523 -7.26455 1.07965  -0.12
C: 1.02478 -7.22200 1.87210  -0.26
C: 1.07472 -6.34781 3.13891  -0.21
C: 0.52895 -4.94173 2.93555  -0.25
N: 1.45782 -4.11530 2.14778  -0.10
C: 0.74572 -3.13465 1.22608  -0.38
C: 0.04461 -3.88887 0.11354  -0.26
C: -1.45041 -4.00358 0.28305  -0.29
N: -2.14493 -3.41700 1.15988  0.06
P: 1.96518 -2.07519 0.57167  0.45
O: 1.67343 -0.63299 0.49151  -0.32
O: 2.43699 -2.56762 -0.93883  -0.19
O: 3.32734 -2.26963 1.45408  -0.18
H: 2.49679 -8.24090 0.62436  0.06
H: 2.33022 -6.50973 0.29859  0.05
H: 3.18830 -7.04925 1.72013  0.06
H: 0.24872 -6.80605 1.22957  0.09
H: 0.70241 -8.23056 2.12642  0.09
H: 2.11730 -6.24280 3.44166  0.09
H: 0.54212 -6.83995 3.95460  0.10
H: -0.45287 -4.96981 2.47379  0.09
H: 0.38390 -4.49727 3.92864  0.11
H: 1.93440 -3.53474 2.82453  0.07
H: 0.20821 -3.43185 -0.86573  0.09
H: 0.45074 -4.90803 0.00969  0.09
H: -1.97448 -4.63189 -0.44372  0.09
H: -1.46806 -2.86896 1.72140  0.02
H: 3.36741 -2.80911 -0.93762  0.05
H: 3.67072 -3.16486 1.32872  0.06
C: -2.87132 2.00699 -0.52046  -0.09
C: -2.07519 0.83332 0.04590  -0.43
C: -2.60475 0.33103 1.39594  -0.19
O: -2.28404 1.15964 2.50468  -0.18
C: -3.14982 2.24706 2.71822  -0.13
N: -0.65792 1.18124 0.08612  0.05
H: -2.64320 2.93815 0.00102  0.06
H: -2.61965 2.15602 -1.57153  0.07
H: -3.94868 1.82878 -0.45109  0.07
H: -2.18112 -0.00320 -0.65242  0.14
H: -2.13886 -0.63346 1.60371  0.10
H: -3.69253 0.17234 1.35975  0.12
H: -4.18575 1.98923 2.46865  0.09
H: -2.85524 3.12998 2.14200  0.07
H: -3.10099 2.50326 3.77781  0.08
H: -0.11528 0.35605 0.34893  0.03
H: -0.52304 1.82478 0.86199  0.07
C: 6.32855 0.74278 1.40903  -0.07
C: 6.93638 1.52001 0.24661  -0.44
C: 5.89419 2.14837 -0.68985  -0.23
O: 5.27619 1.24185 -1.57143  -0.19
C: 4.17306 0.52540 -1.01568  -0.10
N: 7.87787 0.65475 -0.47236  0.03
H: 5.91461 -0.21249 1.08850  0.06
H: 7.09379 0.53291 2.15708  0.07
H: 5.52783 1.30847 1.88745  0.08
H: 7.51370 2.34998 0.66929  0.13
H: 6.40652 2.87724 -1.32743  0.12
H: 5.13635 2.69406 -0.11140  0.12
H: 3.60079 1.13227 -0.31307  0.09
H: 4.50028 -0.38550 -0.51195  0.06
H: 3.51588 0.23923 -1.83345  0.09
H: 8.35593 1.20077 -1.18309  0.06
H: 7.32644 -0.01858 -0.99820  0.07
C: -4.41160 6.78112 -2.51604  -0.07
C: -5.27080 5.65090 -1.96069  -0.43
C: -5.25827 4.38266 -2.82204  -0.21
O: -6.05543 4.45664 -3.99064  -0.19
C: -5.43452 5.05393 -5.10995  -0.11
N: -6.62682 6.15533 -1.72341  0.04
H: -4.88416 7.26234 -3.37320  0.06
H: -4.26522 7.54692 -1.75495  0.07
H: -3.43045 6.41577 -2.82431  0.08
H: -4.85251 5.36601 -0.99066  0.13
H: -5.68454 3.56778 -2.23209  0.12
H: -4.23178 4.09188 -3.07795  0.12
H: -4.36793 4.81233 -5.14878  0.09
H: -5.55552 6.14075 -5.11488  0.07
H: -5.91546 4.65322 -6.00210  0.08
H: -7.17259 5.44136 -1.25034  0.07
H: -7.07862 6.26497 -2.62730  0.07

Forces on the atoms, in the same order (eV/Å):
-0.1 0.0 0.0
0.0 0.3 0.1
0.1 -0.1 -0.3
0.3 0.2 0.4
-0.5 -0.2 -0.2
0.8 -0.3 -0.2
-0.1 0.1 0.3
-0.2 0.0 -0.1
0.0 0.1 0.1
-0.7 0.2 0.4
0.0 0.4 -0.2
0.3 -0.2 0.2
0.3 0.0 -0.4
0.0 -0.1 -0.1
0.1 0.1 -0.1
0.1 0.0 0.1
-0.2 -0.1 -0.1
0.1 -0.1 0.1
0.1 -0.1 0.2
-0.1 0.0 0.1
-0.1 -0.1 -0.1
-0.2 0.1 0.0
0.1 0.0 0.0
0.0 0.1 -0.1
0.0 -0.1 0.0
0.0 -0.1 0.0
0.0 -0.1 0.0
0.0 0.1 -0.2
-0.2 -0.1 0.4
-0.1 0.0 -0.1
0.1 0.2 0.1
0.0 -0.2 -0.1
-0.1 0.1 0.0
0.1 0.0 0.1
-0.2 -0.1 0.2
0.0 0.0 0.0
0.1 0.0 0.0
0.0 0.0 0.0
-0.1 -0.1 0.1
0.0 0.1 0.0
0.0 0.0 0.0
0.0 0.0 0.0
-0.1 0.0 0.0
0.0 0.0 0.0
0.3 0.1 -0.2
0.0 0.0 0.0
0.0 0.0 0.1
-0.1 -0.1 0.0
0.1 0.1 -0.1
-0.1 0.0 0.1
0.0 -0.1 -0.2
0.0 0.1 -0.1
0.0 0.0 0.0
0.0 0.0 0.0
0.0 0.0 0.0
0.0 0.0 0.0
0.0 0.0 0.0
0.0 0.0 0.0
0.0 0.0 0.0
0.0 0.0 0.1
0.0 0.0 0.0
0.0 0.0 0.0
0.0 0.0 0.0
0.1 0.0 0.0
0.0 0.1 -0.1
0.0 -0.1 0.2
0.0 0.1 -0.1
-0.1 0.0 0.0
0.0 -0.1 0.0
0.0 0.0 0.0
0.0 0.0 0.0
0.0 0.0 0.0
0.0 -0.1 0.0
0.0 0.0 0.0
0.0 0.1 0.0
0.0 0.0 0.0
0.1 0.0 0.0
0.0 0.0 0.0
0.0 0.0 0.1
0.0 0.0 0.0

Entry 3:
ORCA calculation (the ωB97M-V functional and the def2-TZVPD basis) on a 2-piece molecular cluster, C5H10O2 overall.

Computed properties:
- SMILES string: O[C@@H]1C=CC1.CO
- Calculated total energy: -346.90603 a.u.
- ΔE to the lowest compared entry with this formula, charge and spin: 313.48 kJ/mol
- Frontier orbital gap: 10.6 eV
- Net charge: 0

Last column: Löwdin charge in e.
Atoms and positions in Å:
O: 1.78992 0.11370 0.24948  -0.04
C: 0.87284 -0.26137 1.24933  -0.37
C: 0.07521 -1.51103 0.97283  -0.04
C: -1.09544 -0.91710 1.23061  -0.07
C: -0.50979 0.47171 1.35998  -0.11
H: 2.26641 0.89568 0.55601  0.10
H: 1.37401 -0.30768 2.22674  0.14
H: 0.37953 -2.52649 0.73688  0.11
H: -2.11118 -1.28544 1.34594  0.11
H: -0.70648 1.03363 2.28035  0.10
H: -0.72938 1.08875 0.48346  0.10
C: -0.06072 0.76684 -2.29762  -0.16
O: -1.26278 0.24451 -1.75990  -0.13
H: 0.33292 0.14126 -3.11195  0.08
H: 0.71802 0.86625 -1.53301  0.05
H: -0.29696 1.75405 -2.70337  0.08
H: -1.03611 -0.56727 -1.28575  0.05

Forces on the atoms, in the same order (eV/Å):
0.1 0.2 0.1
0.0 -0.1 0.3
-0.1 -0.1 0.1
0.0 -0.1 0.0
-0.1 0.1 0.0
0.0 -0.1 -0.1
-0.1 0.0 -0.1
-0.1 0.1 0.1
0.2 0.0 -0.1
0.0 -0.1 -0.1
0.1 0.0 0.2
0.2 0.2 -0.2
0.0 -0.3 0.1
-0.1 0.1 0.1
-0.2 0.0 -0.2
0.0 -0.1 0.0
-0.1 0.2 0.0

Q: Which of these has the highest calculated total energy?
A: C5H10O2

Q: Which of these has the lowest calculated total energy?
A: C50H72BNO5Si2

Q: Which formula does entry 1 have?
A: C50H72BNO5Si2